Entry 1:
Below is C18H26N4O6S in the gas phase, with properties calculated with ωB97M-V with the def2-TZVPD basis set.

CARTESIAN COORDINATES (ANGSTROEM)
C (-0.50935, -1.25582, -1.46269)
N (-0.46821, -0.00966, -0.70442)
C (-0.14814, 1.24658, -1.37448)
C (-1.37788, 2.10106, -1.68018)
C (-2.30544, 1.46962, -2.71298)
N (-3.69240, 1.93223, -2.54118)
C (-4.70484, 1.06448, -2.98042)
O (-5.39296, 1.28980, -3.94933)
C (-4.82333, -0.18257, -2.19827)
C (-5.50422, -1.30478, -2.56608)
N (-5.42282, -2.35646, -1.69950)
C (-4.68281, -2.03944, -0.68117)
C (-4.26657, -3.00362, 0.38580)
O (-3.06881, -3.62094, -0.01897)
C (-2.33680, -3.92756, 1.17287)
C (-3.03659, -3.11910, 2.27378)
O (-3.97346, -2.30155, 1.56150)
S (-4.05759, -0.44322, -0.68017)
C (-0.58976, -0.12814, 0.64672)
O (-0.78360, -1.21495, 1.16819)
C (-0.42041, 1.12545, 1.49049)
C (-0.89569, 0.94210, 2.92269)
N (-2.33111, 0.73203, 3.05779)
C (-3.22947, 1.69464, 2.43701)
C (-4.67292, 1.26566, 2.58417)
O (-4.95573, 0.98645, 3.93878)
C (-4.24420, -0.16868, 4.32606)
C (-2.75574, -0.12935, 4.02325)
O (-2.00755, -0.87808, 4.63002)
H (0.32620, -1.90354, -1.18947)
H (-1.43067, -1.80281, -1.26070)
H (-0.44896, -1.02662, -2.52452)
H (0.55687, 1.81851, -0.77069)
H (0.37887, 1.00031, -2.29834)
H (-1.95480, 2.23961, -0.76381)
H (-1.05804, 3.09457, -2.00667)
H (-1.95692, 1.66935, -3.73115)
H (-2.30098, 0.38792, -2.58507)
H (-3.83079, 2.81647, -3.01871)
H (-6.07334, -1.39268, -3.47948)
H (-5.05348, -3.75369, 0.54862)
H (-2.37755, -5.00154, 1.36661)
H (-1.30985, -3.60633, 1.02256)
H (-3.57544, -3.76536, 2.97203)
H (-2.35876, -2.46759, 2.81576)
H (0.65083, 1.34942, 1.52679)
H (-0.88571, 1.99154, 1.02177)
H (-0.41221, 0.07764, 3.36767)
H (-0.60646, 1.82961, 3.49832)
H (-3.08433, 2.68607, 2.88365)
H (-3.00118, 1.76997, 1.37020)
H (-5.33559, 2.06869, 2.26473)
H (-4.86869, 0.37798, 1.97164)
H (-4.34711, -0.28297, 5.40217)
H (-4.65219, -1.06198, 3.83524)

Calculated values
SMILES: CN(CCCNC(=O)c1cnc(C2OCCO2)s1)C(=O)CCN1CCOCC1=O
LUMO level: 0.025 eV
charge: 0
orbital gap: 0.3437 Eh

Entry 2:
Below is 3 unconnected molecules or ions with the total composition C4H9NO2, with properties calculated with ωB97M-V with the def2-TZVPD basis set.

CARTESIAN COORDINATES (ANGSTROEM)
C (0.54846, -0.10880, -0.11890)
C (0.45444, -1.15213, -1.19149)
C (-0.59298, 0.46372, 0.48470)
N (1.75139, 0.28106, 0.26717)
C (-1.47746, 1.13330, 1.18503)
O (-0.31309, -1.14711, 1.51883)
O (-0.34616, 1.54706, -1.09894)
H (-1.02002, -1.74025, 1.23125)
H (-1.05692, 1.26770, -1.69142)
H (2.57899, -0.11175, -0.14751)
H (1.85573, 0.97908, 0.98426)
H (0.94880, -2.06276, -0.85185)
H (-0.58503, -1.37859, -1.41147)
H (0.93311, -0.78033, -2.09793)
H (-1.83134, 0.73144, 2.12349)
H (-1.84791, 2.07835, 0.81479)

Calculated values
LUMO level: 0.777 eV
charge: 0
orbital gap: 0.3344 Eh

Entry 3:
Below is a molecular structure, C35H54BN4O2RhSSe2 at a distorted geometry, with properties calculated with ωB97M-V with the def2-TZVPD basis set.

CARTESIAN COORDINATES (ANGSTROEM)
Rh (-0.34157, 0.06395, -0.26037)
O (3.07488, -4.39010, -2.07654)
C (2.42572, -3.74992, -3.17278)
C (1.56408, -2.58159, -2.66726)
C (1.15628, -1.88466, -3.99488)
O (0.06921, -0.99836, -4.02064)
C (0.45102, -3.20214, -1.81194)
Se (-0.97216, -2.13209, -0.99163)
C (2.45359, -1.70367, -1.78914)
Se (1.86424, 0.11422, -1.37474)
H (3.62158, -5.10453, -2.41281)
H (1.78470, -4.46199, -3.70516)
H (3.16369, -3.35756, -3.88411)
H (0.89628, -2.66845, -4.71256)
H (2.05988, -1.38221, -4.36851)
H (0.32688, -0.20042, -3.54570)
H (0.92302, -3.70698, -0.97138)
H (-0.08658, -3.95052, -2.39766)
H (3.41236, -1.56175, -2.29323)
H (2.64390, -2.19700, -0.83830)
C (-1.84551, -3.88524, 4.21292)
C (-1.72882, -3.31838, 2.79063)
C (-2.80889, -3.95334, 1.91088)
C (-0.30298, -3.52202, 2.29848)
C (0.09767, -4.78568, 1.88024)
C (1.41571, -5.03721, 1.54277)
C (2.36382, -4.04241, 1.71058)
C (2.01742, -2.76812, 2.15521)
C (3.16800, -1.81844, 2.47885)
C (3.10578, -1.26467, 3.90928)
C (3.34412, -0.68336, 1.47151)
C (0.65763, -2.49804, 2.36690)
N (0.20537, -1.17443, 2.69761)
B (-0.20723, -0.08212, 1.83713)
N (-0.80760, 0.85805, 2.74964)
C (-0.75792, 0.33617, 4.04567)
C (-0.16433, -0.86793, 4.00871)
C (-1.46878, 2.08479, 2.45734)
C (-0.82869, 3.31901, 2.61171)
C (-1.54556, 4.46431, 2.26316)
C (-2.83990, 4.39507, 1.77590)
C (-3.45563, 3.16280, 1.63699)
C (-2.78911, 1.99908, 1.99424)
C (-3.48718, 0.65411, 1.90374)
C (-4.93715, 0.71395, 2.38838)
C (-3.40918, 0.09523, 0.47923)
C (0.57834, 3.52314, 3.15800)
C (1.65873, 2.64668, 2.51112)
C (0.62457, 3.39607, 4.68760)
H (-2.82525, -3.65013, 4.63869)
H (-1.07716, -3.47858, 4.87394)
H (-1.73103, -4.97222, 4.19481)
H (-1.92816, -2.24739, 2.83764)
H (-2.74504, -5.04511, 1.92134)
H (-2.72867, -3.61629, 0.88095)
H (-3.79669, -3.67776, 2.29321)
H (-0.63442, -5.58290, 1.80840)
H (1.71055, -6.01812, 1.19003)
H (3.40840, -4.26425, 1.51814)
H (4.06595, -2.43795, 2.42642)
H (2.37603, -0.46081, 3.99723)
H (4.08182, -0.85934, 4.18694)
H (2.84712, -2.04818, 4.62699)
H (2.41560, -0.13905, 1.32299)
H (3.66247, -1.06634, 0.50142)
H (4.10597, 0.02115, 1.82304)
H (-1.19732, 0.84667, 4.88742)
H (0.04501, -1.53611, 4.82862)
H (-1.06934, 5.43363, 2.38343)
H (-3.37269, 5.30287, 1.51254)
H (-4.47092, 3.10494, 1.25499)
H (-2.95519, -0.04096, 2.55243)
H (-5.58377, 1.23266, 1.67413)
H (-5.00896, 1.22863, 3.34834)
H (-5.32889, -0.29880, 2.50915)
H (-3.99054, 0.69946, -0.22069)
H (-3.75420, -0.93923, 0.43612)
H (-2.36788, 0.10028, 0.13312)
H (0.82770, 4.56056, 2.92412)
H (1.60283, 1.61765, 2.86743)
H (2.64770, 3.03366, 2.76902)
H (1.56654, 2.63232, 1.42123)
H (0.62483, 2.34826, 4.98884)
H (-0.22897, 3.89316, 5.15385)
H (1.53918, 3.85224, 5.07474)
C (-3.53332, 3.38606, -2.50095)
N (-2.61345, 4.17837, -1.71360)
C (-2.66526, 5.63700, -1.78628)
C (-1.38982, 6.06875, -1.05319)
N (-0.64184, 4.81882, -1.02491)
C (-1.38637, 3.75273, -1.36140)
S (-0.80370, 2.17518, -1.43670)
H (-4.54773, 3.49034, -2.11183)
H (-3.22885, 2.34432, -2.44834)
H (-3.52104, 3.70708, -3.54639)
H (-3.57101, 6.01336, -1.31153)
H (-2.66319, 5.95969, -2.83074)
H (-1.59679, 6.43578, -0.04700)
H (-0.84730, 6.83797, -1.59844)
H (0.22496, 4.69241, -0.53337)

Calculated values
LUMO level (spin up / spin down): -0.293 / -0.291 eV
charge: 0
orbital gap (spin up / spin down): 0.2336 / 0.2337 Eh

Entry 4:
Below is C3H5NO2 in the gas phase at a distorted geometry, with properties calculated with ωB97M-V with the def2-TZVPD basis set.

CARTESIAN COORDINATES (ANGSTROEM)
C (1.15376, -1.33723, 0.06796)
C (0.84015, 0.73826, -0.07409)
C (-0.17610, -0.51852, -0.01737)
N (1.87749, -0.27878, 0.01092)
O (-0.88336, -0.70952, 1.12864)
O (-0.99219, -0.65661, -1.06464)
H (1.53658, -2.37766, 0.19586)
H (0.82300, 1.19894, -0.99673)
H (0.90090, 1.41097, 0.65708)
H (-1.50257, 0.00204, 1.32678)
H (-0.70770, -0.66249, -2.00180)

Calculated values
SMILES: OC1(O)C=NC1
LUMO level: 0.667 eV
charge: 0
orbital gap: 0.3706 Eh

Entry 5:
Below is 7 unconnected molecules or ions with the total composition C47H102BrClF3N2O15P2S3 at a distorted geometry, with properties calculated with ωB97M-V with the def2-TZVPD basis set.

CARTESIAN COORDINATES (ANGSTROEM)
C (2.41873, -5.27432, 0.98220)
C (1.35146, -5.28353, -0.30059)
O (1.43556, -4.02117, -1.06821)
C (0.57992, -4.10163, -2.27531)
C (0.84932, -2.74696, -3.16749)
O (0.75200, -1.58998, -2.25076)
C (1.68302, -0.58227, -2.70984)
C (1.60262, 0.89642, -1.93357)
P (3.18443, 1.73408, -2.72899)
O (3.12030, 1.54104, -4.49717)
O (4.62248, 0.76073, -2.34770)
N (0.30842, 1.63246, -2.34179)
P (0.62053, 3.20182, -3.16861)
O (-0.91251, 3.88751, -3.76529)
Br (1.54302, 4.76314, -1.72142)
C (-0.81666, 1.56730, -1.37136)
S (-1.41490, 3.19298, -0.61799)
C (-2.17079, 1.03789, -2.20440)
C (-2.29880, -0.58147, -2.31675)
C (-3.84810, -0.88627, -2.87055)
S (-4.72626, -1.92448, -1.53002)
C (-6.13989, -0.95939, -0.76585)
S (-6.91540, 0.31810, -1.59166)
N (-6.62270, -1.36216, 0.63313)
C (-7.29500, -2.72681, 0.61465)
C (-6.39234, -3.73188, 1.58404)
C (-7.53082, -0.31012, 1.23214)
C (-7.83417, -0.69442, 2.83037)
C (-0.52492, 0.62786, -0.01808)
C (-1.74345, 0.74304, 1.11045)
O (-1.36538, 1.59863, 2.27697)
C (-2.59939, 2.11639, 2.93689)
F (-3.16853, 3.29467, 2.23550)
F (-3.56901, 1.00461, 3.14151)
F (-2.14642, 2.56132, 4.30506)
O (0.72128, 1.16309, 0.53667)
C (1.89275, 0.85015, -0.33878)
Cl (3.14979, 2.17041, 0.17990)
C (2.49328, -0.56186, 0.25015)
C (3.33779, -0.35367, 1.67885)
O (3.35525, -1.66498, 2.34463)
C (4.71966, -2.16093, 2.57840)
C (5.94823, -1.35725, 3.30659)
O (4.98708, -3.43984, 2.19408)
H (2.14488, -6.20636, 1.63702)
H (3.53864, -5.27754, 0.61127)
H (2.28242, -4.32292, 1.65544)
H (1.62578, -6.16844, -1.01743)
H (0.23650, -5.36876, 0.11427)
H (-0.54119, -4.22093, -1.93377)
H (0.88994, -5.01950, -2.95298)
H (-0.00077, -2.60859, -3.98917)
H (1.92756, -2.85143, -3.66414)
H (2.77458, -1.05274, -2.65852)
H (1.48841, -0.39990, -3.87288)
H (2.79971, 2.40340, -4.90441)
H (4.51247, 0.30775, -1.46293)
H (-0.00919, 1.02553, -3.16413)
H (-0.75918, 4.81997, -4.09776)
H (-0.68986, 3.47884, 0.57681)
H (-3.13362, 1.49653, -1.69265)
H (-2.15819, 1.47372, -3.30699)
H (-2.20930, -1.17791, -1.31546)
H (-1.59344, -0.94158, -3.17791)
H (-3.76915, -1.61969, -3.80926)
H (-4.44012, 0.09450, -3.11519)
H (-8.42355, -2.70263, 0.97886)
H (-7.29268, -3.14367, -0.48146)
H (-5.49475, -3.08555, 2.00177)
H (-7.05112, -4.14594, 2.48770)
H (-5.93041, -4.61271, 0.96458)
H (-7.03537, 0.76841, 1.27194)
H (-8.58734, -0.28340, 0.68725)
H (-7.96664, 0.27228, 3.48775)
H (-6.89997, -1.28421, 3.23082)
H (-8.84264, -1.29848, 2.91759)
H (-0.43487, -0.50973, -0.24631)
H (-2.78656, 1.00756, 0.65334)
H (-1.87134, -0.34765, 1.58099)
H (1.54730, -1.22308, 0.55630)
H (3.22468, -1.13043, -0.46027)
H (2.83916, 0.42490, 2.39606)
H (4.43231, -0.08318, 1.34385)
H (5.61519, -0.72530, 4.23485)
H (6.83382, -2.06151, 3.63457)
H (6.40433, -0.62671, 2.48048)
C (2.62133, 8.99101, 1.59076)
C (1.34614, 9.58030, 1.00924)
O (0.63027, 8.67274, 0.17482)
C (0.18392, 7.46514, 0.78765)
C (-0.75903, 7.69327, 1.95676)
H (3.28694, 8.65108, 0.78819)
H (3.14760, 9.73924, 2.19240)
H (2.41781, 8.13137, 2.23201)
H (1.61029, 10.43905, 0.38430)
H (0.69303, 9.96360, 1.79852)
H (1.04226, 6.85375, 1.08514)
H (-0.34510, 6.89834, 0.01330)
H (-0.28123, 8.25076, 2.76550)
H (-1.09956, 6.73594, 2.36347)
H (-1.63429, 8.26860, 1.63551)
C (2.73014, 8.95588, -6.82311)
C (2.08519, 8.31886, -5.60255)
O (2.30727, 6.91361, -5.51133)
C (3.66609, 6.49070, -5.42270)
C (4.39399, 7.04562, -4.21017)
H (2.36385, 8.48136, -7.74146)
H (2.49907, 10.02539, -6.86225)
H (3.81657, 8.85019, -6.81211)
H (1.00186, 8.46176, -5.66403)
H (2.40889, 8.81326, -4.68211)
H (4.19765, 6.73365, -6.34869)
H (3.64955, 5.39719, -5.35418)
H (4.44701, 8.13650, -4.22815)
H (5.41738, 6.65965, -4.17103)
H (3.87584, 6.75850, -3.28856)
C (-1.73089, -2.05396, 8.17328)
C (-1.05054, -2.64780, 6.95017)
O (-1.70454, -2.32684, 5.72475)
C (-1.80548, -0.94126, 5.40370)
C (-0.45844, -0.24974, 5.28008)
H (-2.77335, -2.38934, 8.23239)
H (-1.20951, -2.36002, 9.08612)
H (-1.74022, -0.96276, 8.14516)
H (-1.06443, -3.73872, 7.03663)
H (0.00272, -2.35630, 6.90417)
H (-2.44661, -0.43164, 6.13054)
H (-2.32293, -0.88040, 4.43971)
H (0.10181, -0.27383, 6.21747)
H (-0.59341, 0.79846, 4.99566)
H (0.15618, -0.74288, 4.51894)
C (1.08564, -9.93467, 2.53795)
C (-0.19837, -9.13945, 2.71254)
O (-0.43746, -8.20873, 1.65946)
C (-0.56489, -8.75382, 0.34807)
C (-1.70856, -9.74479, 0.21388)
H (1.94684, -9.25990, 2.46238)
H (1.23724, -10.60620, 3.38933)
H (1.06798, -10.54396, 1.63238)
H (-0.12654, -8.55644, 3.63597)
H (-1.05971, -9.80265, 2.83372)
H (0.38388, -9.19934, 0.03121)
H (-0.74928, -7.90919, -0.32523)
H (-1.57455, -10.61484, 0.86056)
H (-1.78424, -10.10116, -0.81816)
H (-2.65760, -9.27347, 0.49220)
C (2.76911, -8.43884, 7.78922)
C (3.44946, -9.03267, 6.56611)
O (2.79546, -8.71172, 5.34069)
C (2.69452, -7.32613, 5.01964)
C (4.04156, -6.63461, 4.89602)
H (1.72665, -8.77421, 7.84833)
H (3.29049, -8.74490, 8.70206)
H (2.75978, -7.34763, 7.76110)
H (3.43557, -10.12360, 6.65257)
H (4.50272, -8.74117, 6.52011)
H (2.05339, -6.81651, 5.74648)
H (2.17707, -7.26527, 4.05565)
H (4.60181, -6.65871, 5.83341)
H (3.90659, -5.58641, 4.61161)
H (4.65618, -7.12776, 4.13488)
C (-0.80948, 5.10621, -7.54202)
C (-0.03280, 6.25529, -8.16484)
O (-0.55039, 6.67294, -9.42581)
C (-1.89623, 7.14385, -9.43444)
C (-2.11982, 8.35146, -8.54019)
H (-0.82580, 4.24352, -8.21892)
H (-0.34952, 4.80346, -6.59568)
H (-1.84617, 5.37906, -7.33603)
H (0.99637, 5.92750, -8.34136)
H (0.02858, 7.10654, -7.48071)
H (-2.58215, 6.32957, -9.17848)
H (-2.12284, 7.42446, -10.46916)
H (-1.91440, 8.12770, -7.49096)
H (-3.15687, 8.69327, -8.61450)
H (-1.45811, 9.17336, -8.83496)

Calculated values
LUMO level: -3.544 eV
charge: +1
orbital gap: 0.2563 Eh

Question: The highest charge belongs to which entry?
Answer: C47H102BrClF3N2O15P2S3

Question: Which of these has the highest charge?
Answer: C47H102BrClF3N2O15P2S3

Question: What is the charge in the first record?
Answer: 0